Below is the molecule C17H16O5, with properties calculated with ωB97M-V/def2-TZVPD.

The geometry in XYZ format:
```
38
Properties=species:S:1:pos:R:3:forces:R:3
C -5.43297 -0.88114 0.68877 0.23 0.76 -10.11
H -5.99893 -0.02718 0.60260 -1.44 1.92 0.25
H -5.55177 -1.45172 1.40949 -1.80 -5.24 6.73
H -5.54104 -1.43958 -0.37309 -1.09 0.72 2.36
O -4.11382 -0.64268 0.62919 3.67 -2.34 5.99
C -3.71200 0.27644 -0.11009 6.27 0.78 0.75
O -4.40450 0.60747 -0.93723 -5.54 4.53 -7.61
C -2.27557 0.77489 -0.03626 -2.41 -4.89 5.78
C -1.59638 0.32863 1.09800 2.85 -1.70 5.41
C -0.18585 0.62205 1.36968 -8.15 6.32 -9.95
C 0.34763 1.69101 0.46925 -2.52 -5.21 0.57
C -0.41853 2.06408 -0.75031 4.19 -1.36 3.54
C -1.60356 1.41802 -0.94147 0.06 5.63 -3.64
H -2.16732 2.03784 -1.64322 -0.39 -1.25 -0.92
H 0.18016 2.59530 -1.47892 -0.60 0.34 -0.19
O 1.63271 1.86952 0.64052 2.82 1.84 -1.83
C 2.62731 1.15021 1.48201 -3.15 7.07 2.26
C 2.97031 -0.19205 1.21267 0.39 0.05 -0.69
O 3.98089 -0.54505 1.73063 1.93 -1.82 1.27
C 2.12698 -0.82593 0.28107 -1.08 -0.95 -6.20
C 1.40664 -1.94857 0.63733 4.88 1.53 7.32
C 0.34258 -2.50491 0.19194 -2.30 0.64 -7.72
C 0.15018 -2.08372 -1.20096 -7.09 -8.25 3.50
C 0.82406 -1.14902 -1.68274 4.18 8.34 -11.27
C 1.91142 -0.36537 -1.41596 -3.95 -7.42 13.45
O 2.69179 0.36186 -1.94493 -1.39 1.01 -6.79
C 3.81289 0.74547 -1.48013 -0.32 11.63 -2.84
H 4.38580 0.43378 -0.82961 4.63 -5.42 6.61
H 3.52059 1.84970 -0.87771 1.11 -2.39 -1.68
H 4.44225 1.06891 -2.29669 0.11 0.08 -0.35
H 0.70711 -0.78881 -2.92476 -0.59 -1.56 2.83
H -0.66909 -2.70780 -1.93082 2.31 2.07 2.26
H -0.04739 -3.36999 0.52183 -1.55 -2.56 1.37
H 1.66830 -2.35208 1.72179 -0.06 1.00 -1.91
H 3.45360 1.87654 1.43105 0.19 -0.75 -0.49
H 2.23419 1.52463 2.49081 0.65 -1.87 -0.49
H 0.32932 0.30071 2.07065 4.36 -3.09 6.55
H -2.02801 -0.32147 2.17561 0.59 1.82 -4.10
```
Positions in Å, forces in eV/Å.

Summary:
HOMO-LUMO gap, eV: 7.928
E, eV: -28111.0537
E_HOMO, Eh: -0.294
M, g/mol: 300.3
Structure (SMILES): COC(=O)c1ccc(OCC(=O)c2ccccc2OC)cc1

Atom charges from the Löwdin analysis, given in e for atoms 1 to 2:
1. C -0.032
2. H 0.085

=====

Below is the ion C2H4NO with charge +1, with properties calculated with ωB97M-V/def2-TZVPD.

The geometry in XYZ format:
```
8
Properties=species:S:1:pos:R:3:forces:R:3
C -1.50720 -0.52483 0.02503 -1.66 0.68 3.14
C 0.58622 0.76096 0.02406 3.84 -4.95 0.06
N -0.56098 0.23752 0.06663 5.31 3.30 -1.15
O 1.73089 -0.39735 0.26703 -2.06 2.72 -1.71
H -1.95928 -0.84079 -0.83887 -0.83 -1.11 -2.19
H -1.96054 -0.53029 1.00727 -0.72 -1.15 0.14
H 1.16572 1.70190 -0.12665 -1.70 -0.25 0.22
H 2.50517 -0.40710 -0.42451 -2.18 0.76 1.48
```
Positions in Å, forces in eV/Å.

Summary:
HOMO-LUMO gap, eV: 10.437
E, eV: -5665.4222
Charge: +1
E_HOMO, Eh: -0.614
M, g/mol: 58.1
Structure (SMILES): C=[N+]=CO

Atom charges from the Löwdin analysis, given in e for atoms 1 to 2:
1. C 0.216
2. C 0.134

=====

Below is a cluster of 12 separate species, H24O12 in total, with properties calculated with ωB97M-V/def2-TZVPD.

The geometry in XYZ format:
```
36
Properties=species:S:1:pos:R:3:forces:R:3
O -1.14541 -1.47418 2.64017 -0.76 -0.69 -0.13
H -0.30493 -1.82397 2.95381 0.02 0.32 -0.07
H -1.20715 -0.54368 2.85319 0.24 0.18 0.16
O -4.38232 0.73208 0.46319 0.17 -0.03 0.17
H -4.38478 -0.00234 -0.15998 -0.09 0.09 -0.10
H -3.46901 0.74791 0.82064 -0.52 0.15 -0.32
O -0.18675 -3.32621 -0.65568 0.14 0.00 -0.06
H -0.27948 -2.43542 -0.30560 -0.09 0.03 0.05
H -1.08114 -3.67223 -0.71158 -0.03 0.00 0.05
O -1.56873 0.28630 -1.94245 -0.19 0.45 -0.23
H -0.73713 0.76622 -2.03278 0.16 -0.30 -0.27
H -2.20812 0.98771 -2.11526 -0.26 -0.03 0.15
O 0.63535 0.43798 -0.49614 0.59 -0.43 -1.13
H 0.41527 1.37147 -0.43410 0.23 0.00 0.86
H 0.89294 0.04093 0.33923 -0.68 0.44 0.46
O -3.92811 -1.00223 -2.65835 -0.19 0.14 -0.08
H -3.61355 -1.76422 -2.16760 0.06 -0.11 -0.01
H -3.11937 -0.55786 -2.94213 -0.03 -0.30 0.06
O 1.49010 -1.25542 2.59489 0.26 -0.02 -0.44
H 1.44846 -0.41837 3.06725 0.31 0.03 0.20
H 2.35213 -1.65697 2.75201 0.02 0.21 0.15
O 3.05572 2.44381 2.66293 -0.08 -0.26 0.03
H 3.45356 1.74104 2.13555 0.09 0.16 -0.09
H 3.26579 3.24578 2.17780 0.01 0.06 -0.02
O 3.34608 0.75045 -0.06322 0.45 -0.05 -0.26
H 2.60994 0.34342 0.39034 0.01 -0.09 0.27
H 2.97796 0.84571 -0.95047 0.08 0.19 0.00
O 4.65259 -1.94532 -0.77565 -1.32 0.28 -0.02
H 4.12494 -1.12872 -0.72680 0.90 0.42 0.19
H 3.88543 -2.53016 -0.84711 0.48 -0.72 -0.09
O -1.70090 0.53938 0.87707 0.03 -0.59 -0.72
H -1.90147 -0.40987 0.86613 0.07 -0.09 0.90
H -1.43333 0.55679 -0.06642 -0.19 0.56 0.27
O -0.62134 3.01906 -2.43633 0.14 -0.85 0.26
H 0.04731 3.67545 -2.23957 -0.21 0.42 -0.20
H -1.38057 3.41568 -2.86696 0.16 0.45 0.00
```
Positions in Å, forces in eV/Å.

Summary:
HOMO-LUMO gap, eV: 10.121
E, eV: -24959.2213
E_HOMO, Eh: -0.388
M, g/mol: 216.2
Structure (SMILES): O.O.O.O.O.O.O.O.O.O.O.O

Atom charges from the Löwdin analysis, given in e for atoms 1 to 2:
1. O -0.064
2. H 0.010

=====

Below is a cluster of 4 separate species, C3H14NO3 in total, with properties calculated with ωB97M-V/def2-TZVPD.

The geometry in XYZ format:
```
21
Properties=species:S:1:pos:R:3:forces:R:3
C 0.64517 0.09379 -1.97185 0.48 0.81 -0.57
C -0.49487 -0.54730 -1.21118 -0.73 0.67 -1.07
C -0.24618 -2.14210 0.56352 -0.17 -0.53 1.20
N -0.08845 -0.97360 0.11694 0.02 -0.31 -0.96
H 1.08732 0.94930 -1.45137 -0.28 -0.03 0.28
H 1.51292 -0.51886 -2.23002 -0.45 -0.44 0.04
H 0.23660 0.52784 -2.89519 0.15 -0.30 0.15
H -1.30453 0.19462 -1.14143 0.39 0.11 0.67
H -1.03817 -1.29884 -1.78976 0.65 -0.64 0.37
H 0.00542 -2.38125 1.58779 0.41 0.38 0.14
H -0.67836 -3.00077 0.05958 -0.12 0.58 -0.73
H 0.36649 -0.19492 0.65497 -0.43 -0.27 0.49
H -0.22204 1.61501 1.95228 -0.11 0.05 0.13
H 1.07779 1.88914 1.13761 -0.02 -0.53 0.38
O 0.56611 1.18525 1.61160 0.42 0.50 -0.59
H -3.40317 -2.23379 1.47120 -0.01 -0.14 -0.12
H -3.34641 -0.73811 1.56325 0.13 0.02 -0.17
O -2.92464 -1.47985 1.10863 -0.17 0.05 0.32
H 3.40609 2.60968 0.42940 -0.18 -0.09 -0.04
H 2.35831 3.69520 0.26408 -0.04 0.33 -0.09
O 2.48461 2.74956 0.16994 0.05 -0.21 0.17
```
Positions in Å, forces in eV/Å.

Summary:
HOMO-LUMO gap, eV: 11.591
E, eV: -10964.2957
Charge: +1
E_HOMO, Eh: -0.563
M, g/mol: 112.1

Atom charges from the Löwdin analysis, given in e for atoms 1 to 2:
1. C -0.065
2. C -0.208

=====

no.,strongest force on any atom (eV/A)
1,15.9
2,6.4
3,1.4
4,1.5